No. 1
Below is a structure of composition C10H29Ag3N4O4 in a non-equilibrium geometry, with properties calculated with wB97M-V/def2-TZVPD.

Computed properties:
**2S+1**: 1
**Total charge**: +2
**Highest occupied orbital energy**: -11.31 eV
**Molecular weight**: 592.970 g mol⁻¹
**Kohn-Sham gap**: 2.641 eV

Each line ends with the natural charge from an NBO analysis.
Atoms and positions in Å:
Ag  12.9117  7.2766  -10.3547  0.8814
Ag  18.7204  10.9504  -5.9368  0.8643
Ag  18.2024  5.5622  -9.0739  0.5917
C  16.3520  11.8546  -11.2555  -0.2713
O  16.4761  10.7148  -10.4941  -0.6011
H  15.5502  12.3770  -10.7338  0.2022
H  17.2221  12.5110  -11.2586  0.1569
H  16.0704  11.8195  -12.3079  0.1604
C  13.3729  5.3325  -16.6088  -0.6476
C  13.0530  6.5780  -15.8276  -0.0639
C  12.6857  7.7963  -16.7162  -0.0571
O  13.8366  8.0267  -17.4669  -0.5643
C  13.9719  9.1796  -18.3714  -0.2473
N  11.9430  6.1303  -14.9308  -0.8528
H  13.7452  4.4221  -16.1391  0.2135
H  14.1065  5.6595  -17.3457  0.2398
H  12.4987  4.9165  -17.1097  0.2020
H  13.9825  6.6484  -15.2627  0.1788
H  12.5089  8.7644  -16.2476  0.1756
H  11.8129  7.4616  -17.2768  0.1635
H  13.8594  10.0777  -17.7641  0.1641
H  13.1776  9.2864  -19.1102  0.1847
H  14.9801  9.2101  -18.7845  0.2088
H  12.0252  5.1242  -14.9661  0.3561
H  11.0539  6.3437  -15.3597  0.3589
C  8.7010  12.9712  -10.1976  -0.6440
C  9.1069  12.3338  -8.8698  -0.0603
C  8.1329  12.8554  -7.7036  -0.0789
O  6.8896  12.1247  -7.6446  -0.5639
C  6.3896  11.9442  -6.3390  -0.2531
N  9.0221  10.8918  -9.0641  -0.8378
H  8.9184  14.0393  -10.1915  0.2204
H  7.6597  12.7718  -10.4506  0.2269
H  9.4866  12.6144  -10.8636  0.2118
H  10.1202  12.5220  -8.5151  0.1789
H  7.9124  13.9164  -7.8214  0.1844
H  8.6325  12.6724  -6.7523  0.1648
H  6.2895  12.9315  -5.8881  0.1741
H  6.9441  11.2782  -5.6780  0.1628
H  5.4122  11.4618  -6.3242  0.2020
H  8.3847  10.9078  -9.8474  0.3521
H  8.4135  10.5967  -8.3140  0.3629
C  15.4505  17.3118  -6.4104  0.7587
O  16.4704  16.7379  -6.4675  -0.6555
N  15.1099  18.2298  -5.5174  -0.8430
N  14.4512  17.2250  -7.2643  -0.8303
H  14.4509  18.9397  -5.8036  0.3827
H  15.7115  18.3588  -4.7164  0.4058
H  13.7924  17.9874  -7.1945  0.3830
H  14.6755  16.7221  -8.1110  0.3985



No. 2
Below is a cluster of 3 separate species, C4H12NOP in total in a non-equilibrium geometry, with properties calculated with wB97M-V/def2-TZVPD.

Computed properties:
**2S+1**: 1
**Total charge**: 0
**SMILES string**: CCP=O.C=C.N
**Highest occupied orbital energy**: -8.93 eV
**Molecular weight**: 121.120 g mol⁻¹
**Kohn-Sham gap**: 8.446 eV

Each line ends with the natural charge from an NBO analysis.
Atoms and positions in Å:
C  2.9653  -1.7543  1.3539  -0.4069
C  -1.1939  -1.6166  -0.8291  -0.6323
C  2.4576  -0.9024  0.4328  -0.3909
C  -2.4209  -0.8973  -0.1885  -0.7898
N  -0.1852  3.7432  -0.9010  -1.0691
O  -2.3025  1.7082  0.7798  -1.0060
P  -1.6301  0.4659  0.9633  1.3242
H  -0.7680  3.4282  -0.1812  0.3733
H  2.5462  -2.7731  1.3621  0.2038
H  3.8233  -1.3752  2.0257  0.2158
H  -1.3761  -2.0420  -1.9028  0.2285
H  -0.2765  -1.1176  -0.9271  0.1988
H  -1.0264  -2.4121  -0.0706  0.2152
H  1.6253  -1.0139  -0.2960  0.1882
H  2.8673  0.1283  0.3395  0.1858
H  -2.9855  -1.5020  0.4701  0.2292
H  -2.9429  -0.1861  -0.8325  0.2365
H  0.7246  3.4163  -0.9278  0.3490
H  0.0982  4.7024  -0.6707  0.3467



No. 3
Below is a structure of composition C28H22BrN5O4Sn in a non-equilibrium geometry, with properties calculated with wB97M-V/def2-TZVPD.

Computed properties:
**2S+1**: 1
**Total charge**: +2
**Highest occupied orbital energy (alpha / beta)**: -12.92 / -12.91 eV
**Molecular weight**: 691.130 g mol⁻¹
**Kohn-Sham gap (alpha / beta)**: 3.125 / 2.624 eV

Each line ends with the natural charge from an NBO analysis.
Atoms and positions in Å:
Sn  -0.2348  -0.3343  -1.4387  1.5502
O  -0.2865  2.4298  -1.0363  -0.7024
C  0.5781  3.4255  -1.4234  0.3868
C  0.1675  4.7567  -1.3880  -0.2878
C  1.0501  5.7809  -1.6681  -0.1323
C  2.3610  5.4887  -2.0093  -0.1998
C  2.7702  4.1706  -2.0877  -0.1862
C  1.8798  3.1394  -1.8318  -0.1244
C  2.3612  1.6702  -1.9594  0.2391
O  1.5023  0.8195  -2.4484  -0.8072
N  2.7795  1.3929  -0.5873  -0.1327
N  2.0341  0.7118  0.2199  -0.1718
C  2.4511  0.4587  1.4273  0.0550
C  1.7211  -0.3207  2.3497  -0.1238
Br  -0.1373  -0.5275  1.9562  0.2226
C  2.3848  -0.8798  3.4161  -0.0067
C  2.0810  -1.9081  4.3447  -0.0510
C  0.8547  -2.6014  4.4549  -0.1128
C  0.7560  -3.7108  5.2634  -0.2178
C  1.8502  -4.1540  6.0058  -0.0272
C  3.0533  -3.4545  5.9542  -0.2273
C  3.1681  -2.3525  5.1420  -0.0844
H  -1.1343  2.8427  -0.8211  0.5150
H  -0.8485  4.9848  -1.0961  0.2326
H  0.7167  6.8057  -1.6007  0.2467
H  3.0622  6.2776  -2.2204  0.2442
H  3.7831  3.9463  -2.3795  0.2276
H  3.2952  1.7056  -2.5543  0.2306
H  3.6165  1.8706  -0.2415  0.4095
H  3.4474  0.7824  1.7357  0.2078
H  3.4176  -0.5479  3.4860  0.2361
H  -0.0071  -2.2790  3.8968  0.2387
H  -0.1767  -4.2503  5.3124  0.2509
H  1.7684  -5.0349  6.6234  0.2509
H  3.8994  -3.7857  6.5358  0.2563
H  4.1130  -1.8327  5.0785  0.2304
O  -4.4808  -0.7463  0.2130  -0.5185
C  -3.4246  -1.0811  -0.2594  0.6157
N  -2.7396  -0.4413  -1.2384  -0.8352
C  -3.4496  0.5508  -1.8317  0.6029
O  -4.4883  1.0326  -1.4536  -0.5184
C  -2.8269  0.9573  -3.1500  0.1154
C  -3.6276  1.6196  -4.0675  -0.1950
C  -3.0988  1.8821  -5.3235  -0.1265
C  -1.8055  1.4709  -5.6049  -0.2338
C  -1.0681  0.8484  -4.6066  0.0510
N  -1.5749  0.5994  -3.4076  -0.5395
C  -2.7404  -2.3655  0.1683  0.1010
C  -3.4847  -3.2746  0.9097  -0.1919
C  -2.8577  -4.4451  1.3093  -0.1490
C  -1.5391  -4.6670  0.9437  -0.2456
C  -0.8918  -3.7012  0.1853  0.0280
N  -1.4852  -2.5775  -0.1910  -0.4907
H  -4.6327  1.8947  -3.7907  0.2659
H  -3.6938  2.4007  -6.0607  0.2418
H  -1.3629  1.6262  -6.5757  0.2435
H  -0.0406  0.5433  -4.7520  0.2148
H  -4.5119  -3.0542  1.1583  0.2645
H  -3.3950  -5.1685  1.9029  0.2361
H  -1.0193  -5.5657  1.2383  0.2340
H  0.1385  -3.8259  -0.1253  0.1945



No. 4
Below is a structure of composition C24H43FLuP2 in a non-equilibrium geometry, with properties calculated with wB97M-V/def2-TZVPD.

Computed properties:
**2S+1**: 1
**Total charge**: +1
**Highest occupied orbital energy**: -10.57 eV
**Molecular weight**: 587.521 g mol⁻¹
**Kohn-Sham gap**: 6.686 eV

Each line ends with the Mulliken charge.
Atoms and positions in Å:
Lu  1.0075  -1.6291  0.4165  1.9797
C  -0.5907  -3.4067  -0.0213  0.6989
C  0.0253  -3.0481  -1.2720  0.8976
C  1.6513  -3.9882  0.0767  0.9256
C  0.4205  -4.0110  0.7995  0.2995
C  1.4264  -3.3538  -1.1822  -0.2208
C  -2.0493  -3.4225  0.2641  -0.9612
H  -2.4766  -2.4098  0.3148  -0.2060
H  -2.2513  -3.9369  1.2158  0.3716
H  -2.6017  -3.9557  -0.5285  0.3040
C  0.1884  -4.8764  1.9862  -1.7270
H  -0.8644  -5.1503  2.0871  0.4680
H  0.5266  -4.4189  2.9242  0.3070
H  0.7574  -5.8062  1.8764  0.3216
C  2.8653  -4.7700  0.4492  -1.5878
H  2.5792  -5.7153  0.9303  0.3368
H  3.5230  -4.2436  1.1596  0.2643
H  3.4475  -5.0373  -0.4422  0.4145
C  2.4258  -3.2961  -2.2850  -1.8376
H  2.5470  -4.2673  -2.7862  0.3487
H  3.4290  -3.0289  -1.9253  0.4065
H  2.1327  -2.5957  -3.0723  0.4441
C  -0.6551  -2.4305  -2.4422  -1.2675
H  -0.1529  -2.6989  -3.3804  0.5512
H  -0.6517  -1.3252  -2.4333  0.1530
H  -1.7027  -2.7520  -2.5179  0.3418
C  -3.7339  -0.1377  0.3075  -0.7899
C  -3.8458  -0.8074  -0.8827  -0.7324
C  -3.7086  -0.1480  -2.2310  -0.4729
C  -3.2677  1.3515  -2.2548  -0.9770
C  -1.7986  1.6031  -2.3029  -0.5028
C  -0.9450  1.1683  -1.3645  -0.5631
C  -1.2980  0.1877  -0.2698  0.9944
C  -2.4825  0.6386  0.6349  -0.4780
H  -4.7395  -0.1234  -2.6349  0.4446
H  -3.7571  1.9074  -1.4352  0.2810
H  -3.1491  -0.8089  -2.9262  0.1881
H  -2.6181  1.7366  0.5947  0.2266
H  -4.4667  -0.1817  1.1031  0.4860
H  -4.3822  -1.7726  -0.9208  0.5052
H  -2.2071  0.4456  1.6915  0.4892
H  -1.5340  -0.7915  -0.7099  -0.3430
H  0.1169  1.4585  -1.3723  0.2256
H  -0.4185  0.1284  0.4338  -0.3996
H  -3.7046  1.7812  -3.1667  0.5397
H  -1.4106  2.1999  -3.1347  0.3915
P  0.0028  3.1697  1.1862  0.8204
P  2.9054  2.5306  1.0036  0.4465
C  1.0996  4.6668  1.4826  -0.9233
C  2.5182  4.2091  1.7793  -1.1660
H  0.6984  5.2369  2.3305  0.4610
H  1.0485  5.3071  0.5883  0.4127
H  3.2336  4.9440  1.3932  0.5177
H  2.7014  4.1041  2.8604  0.4750
C  4.6849  2.6940  1.4706  -1.1907
H  5.2660  1.9363  0.9315  0.3760
H  4.7715  2.5183  2.5507  0.3723
H  5.0567  3.7022  1.2318  0.3666
C  3.0599  3.1914  -0.7190  -1.2028
H  3.4247  4.2295  -0.7055  0.4119
H  2.0960  3.1438  -1.2421  0.2867
H  3.7815  2.5547  -1.2486  0.4037
C  -0.6958  3.0964  2.8890  -1.6172
H  -1.4986  2.3472  2.9077  0.3339
H  -1.0978  4.0806  3.1722  0.4523
H  0.0929  2.8024  3.5940  0.3536
C  -1.3803  4.0820  0.3550  -1.2718
H  -1.0468  5.0887  0.0596  0.4886
H  -2.2437  4.1759  1.0289  0.3974
H  -1.6951  3.5337  -0.5438  0.1405
F  1.6105  -1.6070  2.2730  -0.6845



Number 1: DFT total energy -1358.2753 a.u.. Number 2: DFT total energy -630.8581 a.u.. Number 3: DFT total energy -4442.5765 a.u.. Number 4: DFT total energy -2958.1242 a.u..